[1]
ORCA calculation (ωB97M-V with the def2-TZVPD basis set) on 2 unconnected molecules or ions with the total composition C10H14ClNO at a distorted geometry.

Results
* multiplicity: 1
* energy above the lowest of the compared OMol25 structures with the same formula, charge and spin: 76.3 kcal per mole
* E: -979.47715 Ha
* HOMO: -8.8498 eV
* SMILES: C=C(Cl)C#N.CCCCCC=C=O

Last column: natural (NBO) charge in e.
Positions of all 27 atoms, in Å:
N 4.753361 0.508458 1.696577  -0.2964
C 3.857117 -0.954478 -0.302224  -0.1819
O 2.537150 1.639230 -1.449565  -0.4901
C -0.352658 1.567547 0.836055  -0.3749
H -0.202058 1.368439 1.940830  0.2220
C -2.052030 -0.055587 0.528720  -0.3921
C 4.313745 -0.031763 0.787735  0.2424
H -2.541054 0.890636 0.652821  0.1927
H -4.355458 -2.177158 0.830659  0.1947
H 0.069687 -0.397671 0.119058  0.2112
C 4.489052 -0.887299 -1.452737  -0.2995
H 5.441143 -0.465381 -1.473111  0.2261
H 4.024083 -1.463267 -2.245421  0.2199
C -4.309841 -1.451257 -0.128406  -0.5969
H -2.224551 -2.088354 -0.273128  0.2025
H -4.927816 -0.515240 0.159887  0.2084
H -1.123865 0.759638 -1.047953  0.2202
H -2.752599 -0.654381 -1.300434  0.1880
H -4.640098 -1.976998 -0.968058  0.2078
H -1.950292 -0.328988 1.662548  0.1918
H 1.510517 2.588665 1.303347  0.2668
C -0.786624 0.393238 -0.077112  -0.4235
C 1.843929 1.832441 -0.516170  0.7077
Cl 2.300939 -1.459781 -0.086779  0.0958
C -2.786227 -1.123220 -0.358704  -0.3944
C 1.044922 2.124535 0.456526  -0.5533
H -1.180482 2.357990 0.705030  0.2051

Cartesian forces (eV/Å) of the 2 atoms listed first:
0.01 0.58 0.26
1.50 3.55 1.34


[2]
ORCA calculation (ωB97M-V with the def2-TZVPD basis set) on a molecular structure, C10H14F6KP at a distorted geometry.

Results
* multiplicity: 2
* energy above the lowest of the compared OMol25 structures with the same formula, charge and spin: 2.8 kcal per mole
* E: -1929.87322 Ha
* HOMO (alpha / beta): -14.6661 / -14.9173 eV
* charge: +1

Last column: Löwdin spin population.
Positions of all 32 atoms, in Å:
H 1.984009 -4.356878 1.127764  0.0051
H 2.593438 -1.915384 -2.819318  0.0004
F -1.415462 2.942575 0.465928  0.0000
H 0.237303 -4.764157 1.176091  0.0069
C 1.728704 -2.283877 -2.286217  0.0674
H -0.373046 -0.969326 -4.270161  0.0261
H 1.293957 -1.152358 -6.076336  -0.0002
H -0.639779 -2.566577 -6.163766  0.0021
H 2.880788 -2.869070 -0.601729  0.0006
H -1.658948 -2.704313 -2.587995  0.0006
H 2.216327 -2.336472 -5.167644  0.0005
K 0.042567 1.384722 -0.181446  -0.0001
F -2.268473 2.972622 2.619331  0.0000
H -1.563883 -3.039024 -4.746646  0.0004
C -0.555617 -2.902548 -5.133172  0.0226
C 1.892339 -2.816386 -1.040713  0.0867
H -0.053374 -3.871531 -5.128849  0.0003
F -0.727223 4.553233 1.972642  0.0000
H 2.077353 -0.669763 -4.579275  0.0001
P -0.811157 2.983914 2.028629  0.0000
F -0.116733 2.872635 3.438113  0.0000
C 0.265298 -1.871535 -4.331571  0.0535
C -0.667036 -2.751127 -2.158843  0.0806
H -1.358460 -3.670273 -0.375234  -0.0008
C 1.541843 -1.482554 -5.070204  0.0018
H 0.814630 -3.234284 1.796577  0.0271
C -0.504437 -3.284613 -0.917505  0.0560
C 0.971144 -3.977202 1.001837  0.0570
C 0.453831 -2.287769 -2.916727  0.2494
C 0.785345 -3.361952 -0.324359  0.2560
F -0.833250 1.301247 1.909253  0.0000
F 0.694523 2.866922 1.292589  0.0000

Cartesian forces (eV/Å) of the 2 atoms listed first:
-0.02 -0.03 0.02
-0.05 0.01 -0.04


[3]
ORCA calculation (ωB97M-V with the def2-TZVPD basis set) on a molecular structure, C10H14INS at a distorted geometry.

Results
* multiplicity: 1
* energy above the lowest of the compared OMol25 structures with the same formula, charge and spin: 75.4 kcal per mole
* E: -1139.89037 Ha
* HOMO: -7.6939 eV

Last column: natural (NBO) charge in e.
Positions of all 27 atoms, in Å:
H -0.198560 -0.796669 -3.622960  0.2094
C -0.045263 0.248887 -3.710462  -0.6437
H -1.058084 0.476401 -4.035085  0.2215
C 1.128416 1.606654 -1.959692  -0.2082
H 2.047227 2.702398 -0.085848  0.2857
H -1.405387 -1.095365 -0.041864  0.1864
H 0.690852 0.326850 2.605275  0.2125
H -0.979144 -2.902102 1.943313  0.2219
H 0.658607 -1.660293 0.398767  0.2454
C 1.202004 2.296511 -0.647085  -0.4326
H -0.869113 0.913732 -1.710210  0.1911
C -1.737579 -1.120704 1.057942  -0.1519
C -2.745902 -0.358632 1.447387  -0.3884
S -0.587425 2.955938 1.433522  0.1524
H 0.830638 0.413772 -4.263228  0.2193
C -0.010514 0.915838 -2.288585  -0.1536
N 2.302202 0.219260 1.735155  -0.4869
H 1.177615 -2.505759 1.999848  0.2482
H -2.988004 -0.315407 2.426675  0.1852
H -0.922190 -1.483867 2.934234  0.2144
C 0.617622 -1.692206 1.515267  -0.4868
C 0.270973 2.533438 0.237353  -0.0454
C -0.797995 -1.806440 1.938449  -0.4533
I 3.695019 -0.862580 0.581895  0.1385
H -3.475738 -0.120215 0.701767  0.2022
H 1.966687 1.524905 -2.540000  0.2078
C 1.233036 -0.414334 1.948171  0.1090

Cartesian forces (eV/Å) of the 2 atoms listed first:
0.43 -1.44 0.42
-2.29 0.33 3.45


[4]
ORCA calculation (ωB97M-V with the def2-TZVPD basis set) on 2 unconnected molecules or ions with the total composition C10H14IOP at a distorted geometry.

Results
* multiplicity: 1
* energy above the lowest of the compared OMol25 structures with the same formula, charge and spin: 23.9 kcal per mole
* E: -1103.70144 Ha
* HOMO: -8.8822 eV
* SMILES: OP(I)c1ccccc1.C=C(C)C

Last column: natural (NBO) charge in e.
Positions of all 27 atoms, in Å:
H -4.109342 2.551482 -1.295394  0.2055
H 1.714291 -1.777574 -1.486460  0.2215
C -2.691296 1.294843 1.374582  -0.4460
H -2.839302 1.377034 -1.717606  0.2183
C 4.875641 -2.122523 -0.414895  -0.1944
H 3.844270 -2.959893 -2.045725  0.2185
H -4.952252 0.178312 -0.734435  0.2207
I 1.500394 2.033089 -0.253894  -0.2220
O -0.124667 -0.631756 -0.186725  -1.0154
H -1.073471 -0.450234 -0.070101  0.5302
H -2.348646 2.686507 -0.934630  0.2325
C 2.554357 -1.649961 -0.851090  -0.1746
P 0.922855 -0.075605 0.892790  1.0430
C 3.641640 -0.764843 1.020273  -0.1811
C 2.461002 -0.858638 0.328441  -0.4238
C 3.766198 -2.268017 -1.203436  -0.2225
H 5.913574 -2.339801 -0.803328  0.2136
H -5.113790 0.015614 1.205008  0.2278
C 4.856485 -1.282163 0.681807  -0.2211
C -4.987576 0.741780 0.294156  -0.6502
C -3.627872 1.427454 0.424232  0.0301
H -1.752996 1.753572 1.219886  0.2018
C -3.188442 2.055186 -0.862739  -0.6678
H -2.869689 0.703079 2.295835  0.2004
H 5.819622 -1.015020 1.132938  0.2249
H 3.560396 -0.088451 1.910002  0.2043
H -5.751385 1.466531 0.080495  0.2259

Cartesian forces (eV/Å) of the 2 atoms listed first:
1.17 -0.08 0.17
-0.70 -0.09 -0.41


[5]
ORCA calculation (ωB97M-V with the def2-TZVPD basis set) on a gas-phase ion, C10H14N (charge +1) at a distorted geometry.

Results
* multiplicity: 1
* energy above the lowest of the compared OMol25 structures with the same formula, charge and spin: 140.3 kcal per mole
* E: -443.69224 Ha
* HOMO (alpha / beta): -12.7718 / -12.7911 eV
* charge: +1

Last column: natural (NBO) charge in e.
Positions of all 25 atoms, in Å:
C -0.079575 -2.929801 0.707655  -0.2995
C 0.930333 -1.221989 -0.357252  0.4025
H 0.107458 0.381760 -2.033727  0.2412
H 1.098119 -1.835024 -2.808968  0.3009
C 0.163567 0.366412 1.301010  -0.2544
H -1.842088 0.614971 0.642091  0.2098
H 1.030577 2.752515 -0.203982  0.2317
H 0.742658 -0.076959 2.133931  0.2503
C 0.649481 -1.752453 -1.751933  -0.3071
C -0.958998 -2.251801 -0.191418  0.2578
H 1.916439 -2.333587 1.311473  0.2742
C 1.020668 -2.269590 0.700678  -0.2955
H -1.579644 -0.992599 1.385974  0.2437
C -1.354883 0.045917 1.419072  -0.6043
H 0.366051 1.414030 1.452374  0.2394
H -0.406937 -3.751817 1.337289  0.2876
H -1.644840 0.357567 2.513287  0.2385
C -0.520884 -2.335924 -1.566353  -0.3253
N 0.421014 -0.047541 -0.062786  -0.2323
H 1.838703 1.861740 -1.451267  0.2193
H -1.042866 1.048040 -0.931640  0.2325
C 0.873300 2.140094 -1.153953  -0.6233
H 0.444799 2.749181 -2.011873  0.2528
C 0.044118 0.875717 -1.087274  -0.2411
H -1.095437 -2.628930 -2.491362  0.3004

Cartesian forces (eV/Å) of the 2 atoms listed first:
-2.62 -1.85 0.42
-0.06 1.02 -1.06


[6]
ORCA calculation (ωB97M-V with the def2-TZVPD basis set) on a single C10H14N2O2 molecule at a distorted geometry.

Results
* multiplicity: 1
* energy above the lowest of the compared OMol25 structures with the same formula, charge and spin: 27.8 kcal per mole
* E: -649.35620 Ha
* HOMO: -10.8211 eV
* SMILES: CCC[C@@H](C)C(C#N)(C#N)C(=O)OC

Last column: natural (NBO) charge in e.
Positions of all 28 atoms, in Å:
H 2.493122 -0.991678 1.030566  0.2071
H -2.051852 -3.398615 0.942982  0.1960
C -1.465424 0.641137 -0.083445  -0.3337
H 3.730595 0.450867 -1.380941  0.2093
H -0.655767 2.750973 1.065502  0.2214
C 2.511716 -0.159605 0.350660  -0.3870
C -1.802458 1.565565 -1.115517  0.2929
H -2.215046 -3.300638 -0.820371  0.2229
C 0.007742 0.760815 0.471793  -0.1690
H 0.826960 -0.920837 -0.807083  0.2144
H 1.293639 0.667246 -1.304674  0.2191
O -1.671815 -1.190826 -1.607075  -0.5781
H -3.616419 -3.370469 0.426555  0.2071
C -1.948376 -0.858691 -0.492621  0.8370
N -2.238954 2.276332 -1.901340  -0.2526
H 3.822235 -1.149039 -1.137872  0.2108
C -2.604329 -3.014505 0.159593  -0.2699
C -2.381509 1.023484 0.999279  0.2872
H -0.024057 0.332710 1.436386  0.2235
O -2.364170 -1.651412 0.443502  -0.4830
H 0.973683 2.551140 1.152193  0.2193
H 4.615873 -0.064371 -0.054670  0.2172
H 0.218522 2.791575 -0.383195  0.2217
N -3.028923 1.321633 1.900230  -0.2775
H 2.606625 0.736434 1.059727  0.1888
C 3.694886 -0.252673 -0.569567  -0.6192
C 1.125457 0.132468 -0.348494  -0.4146
C 0.148031 2.320980 0.567905  -0.6110

Cartesian forces (eV/Å) of the 2 atoms listed first:
-0.38 -0.62 0.11
1.52 -1.77 1.20


[7]
ORCA calculation (ωB97M-V with the def2-TZVPD basis set) on a single C10H14N4O molecule at a distorted geometry.

Results
* multiplicity: 1
* energy above the lowest of the compared OMol25 structures with the same formula, charge and spin: 17.0 kcal per mole
* E: -683.64681 Ha
* HOMO: -7.6630 eV
* SMILES: COc1ccccc1N1CCN/C1=N/N

Last column: natural (NBO) charge in e.
Positions of all 29 atoms, in Å:
C -0.947503 1.961685 -2.367787  -0.2384
H -2.570763 -1.051764 -1.888117  0.2273
C 2.754642 -1.161583 0.735699  -0.2276
N -0.939333 1.125823 2.060828  -0.6719
H -1.604452 -2.879420 1.104787  0.1992
C -1.922662 -1.891982 0.620529  -0.2656
H 3.309323 0.705965 -0.248983  0.1895
H -2.762996 1.265397 -3.131957  0.2164
H -2.821071 -2.045228 -0.085033  0.1680
C -1.900758 -0.180820 -1.732295  -0.2968
C 2.459690 -0.054375 -0.214141  -0.2097
H 0.783168 2.658728 -1.371541  0.2231
H -0.976826 2.902675 -2.975602  0.2182
H 2.318692 -0.443773 -1.227733  0.2117
H -2.252098 -1.121906 1.400228  0.2087
C -1.930675 0.986425 -2.503569  -0.1961
H 3.799852 -1.425419 0.885081  0.2062
C -0.896555 -0.306692 -0.788032  0.3653
C 0.060335 1.813261 -1.472405  -0.2087
H -1.263092 1.632623 2.927953  0.3612
O -0.745770 -1.426820 -0.000698  -0.5415
N 2.109166 -0.756101 2.014781  -0.6087
C 0.117656 0.679680 -0.629589  0.0761
H 2.250456 -2.108610 0.366374  0.1771
N 1.184502 0.447034 0.325615  -0.4858
C 0.998044 0.006628 1.669992  0.5445
N 0.116150 0.308549 2.481450  -0.3735
H -0.599644 1.822839 1.391122  0.3405
H 1.872522 -1.462819 2.653043  0.3913

Cartesian forces (eV/Å) of the 2 atoms listed first:
-0.97 0.83 -1.26
0.25 1.03 0.09


[8]
ORCA calculation (ωB97M-V with the def2-TZVPD basis set) on 2 unconnected molecules or ions with the total composition C10H14NO at a distorted geometry.

Results
* multiplicity: 1
* energy above the lowest of the compared OMol25 structures with the same formula, charge and spin: 134.1 kcal per mole
* E: -519.00577 Ha
* HOMO: -12.4424 eV
* charge: +1

Last column: natural (NBO) charge in e.
Positions of all 26 atoms, in Å:
C 1.855463 -2.288531 -0.683013  0.0101
C -3.240747 0.015711 0.826917  -0.4015
H -2.037341 1.430101 -0.341847  0.2629
C 2.861690 -2.993649 -1.389241  -0.1936
N 1.621855 -1.014319 -0.935233  0.0774
H -3.562943 1.433180 2.482098  0.2495
H 0.741150 2.005325 2.082729  0.2730
C 3.552705 -2.237118 -2.332371  -0.1754
H 2.891385 -4.096614 -1.311818  0.2576
C -0.926862 0.893484 1.483929  0.2672
H -0.078189 2.507868 0.604042  0.2455
H -3.734690 -0.299675 -0.064719  0.2527
H 3.605327 -0.346795 -3.309862  0.2434
O 0.722019 -0.487199 -0.217869  -0.6300
H 1.980181 0.737634 -1.880929  0.2380
H 4.431525 -2.710647 -2.852488  0.2508
H 0.716143 0.802051 0.646689  0.3950
C -2.082379 0.932760 0.688745  -0.3444
H -1.135723 0.006217 2.142560  0.2442
C 3.228804 -0.948620 -2.520014  -0.2155
C 2.278918 -0.319970 -1.796822  0.0210
H -4.075576 2.069649 0.808681  0.2569
C 0.177804 1.691461 1.209152  -0.7427
C -3.419117 1.334820 1.413005  -0.3248
H -3.268144 -0.836770 1.616710  0.2349
H 1.062003 -2.596086 0.008564  0.2477

Cartesian forces (eV/Å) of the 2 atoms listed first:
0.57 -2.49 -0.68
-0.66 -2.77 2.24